Here is C6H15F4KN2O12PS4 as an isolated structure at a distorted geometry from the Open Molecules 2025 dataset. Energies are from wB97M-V/def2-TZVPD.

```
45
Properties=species:S:1:pos:R:3:forces:R:3:mulliken_charge:R:1
C 16.4794 -7.4696 0.3188 1.311 -1.319 2.180 -0.24
N 12.8799 -2.4824 -1.4807 -6.753 4.134 -1.492 0.33
C 17.4661 -2.5466 1.1777 0.883 -3.731 0.365 -1.25
O 11.9622 -2.1577 -3.7569 0.608 -1.947 1.881 -0.67
K 13.8514 -2.4601 0.1134 0.509 -0.081 9.071 0.89
H 18.4762 -2.8708 1.4278 0.279 -0.330 -0.154 0.38
H 16.8729 -2.9352 2.0055 -0.513 -0.419 -0.205 0.28
O 15.4879 -6.6086 0.7853 -2.080 3.586 -1.505 -0.29
H 15.1880 -9.1414 0.2973 -0.088 -0.234 -0.060 0.29
S 11.4340 -1.6940 -1.1581 -3.971 6.037 1.581 1.02
H 16.2696 -2.5894 -0.7337 -1.751 -4.829 2.427 0.02
O 14.3216 -4.2027 0.7509 2.544 -8.055 2.002 -0.90
H 17.3714 -7.0853 0.8136 0.484 -0.420 -0.075 0.32
F 11.6784 -1.7432 0.4310 -1.730 -0.425 -0.384 -0.31
O 13.1997 1.0513 -0.6259 4.046 -1.642 2.880 -0.57
S 14.1740 0.3780 0.2831 -6.514 3.475 -1.353 1.07
O 14.8109 1.1825 1.2726 1.798 0.073 -0.776 -0.62
S 12.3220 -3.0801 -2.6602 -2.120 -5.001 -11.585 0.70
H 13.7661 -6.5347 -3.0067 -0.069 1.228 -0.205 0.38
H 17.4293 -1.4605 1.2628 0.706 -3.114 0.924 0.43
O 16.4904 0.8413 -1.4264 -0.257 -1.032 1.019 -0.65
O 11.4924 -4.2546 -2.4413 -0.704 2.971 -2.241 -0.61
H 16.7378 -7.5007 -0.7397 -0.806 0.140 -0.230 0.33
F 13.6954 -3.7218 -3.0354 0.835 -0.511 -1.554 -0.28
H 12.5880 -6.2119 -0.1474 0.014 -0.476 0.186 0.29
H 15.6800 -8.8699 1.9270 0.535 0.501 0.042 0.29
F 13.3007 -0.4443 1.3266 -0.139 -0.227 0.054 -0.29
F 16.8607 -1.6007 -1.2459 2.044 9.993 -6.067 -0.31
H 11.6243 -6.6918 -1.5709 0.134 -0.041 -0.086 0.43
C 13.8424 -6.4530 -1.9224 -1.635 -0.165 0.668 -0.37
O 17.1337 -0.4047 0.6618 -2.872 7.090 -3.141 -0.58
C 16.0449 -8.8411 0.9003 0.167 0.115 -1.594 -1.21
N 14.8883 -0.9157 -0.4902 2.216 8.515 0.440 0.16
P 15.2450 -5.1386 0.0614 1.974 -1.037 -2.030 1.03
S 16.2838 -0.2638 -0.5180 5.853 0.555 -1.895 0.85
H 14.2393 -7.4571 -1.7725 0.006 -0.188 1.096 0.24
O 11.5338 -0.2695 -1.4895 -0.499 -3.824 0.244 -0.53
H 16.8369 -9.5672 0.7169 -0.018 -0.140 0.257 0.39
O 10.0792 -2.2550 -1.3438 3.441 0.127 0.655 -0.61
H 12.2384 -5.0466 -1.4037 0.549 -1.504 0.714 0.26
C 12.4694 -6.0967 -1.2248 2.088 -1.302 0.600 -0.94
O 14.8120 -5.4676 -1.5438 1.442 0.300 2.597 -0.31
H 17.8482 -3.0588 -0.9678 0.333 -1.090 0.569 0.21
O 16.7577 -4.5318 -0.1320 -2.288 -3.955 0.871 -0.29
C 17.0498 -3.1627 -0.2331 0.007 -1.798 3.309 0.27
```
Forces are in eV/Å.

Calculated values
lowest unoccupied orbital energy	2.3	eV
ΔE to the lowest compared entry with this formula, charge and spin	18.337	eV
charge	-1
frontier orbital gap	0.335	hartree